[1]
120
Properties=species:S:1:pos:R:3 method="wB97M-V/def2-TZVPD" total_charge=0 de_lowest_kj_mol=607.4 fmax_ha_per_bohr=0.06194 multiplicity=1 smiles=OCCO.OCCO.OCCO.OCCO.OCCO.OCCO.OCCO.OCCO.OCCO.OCCO.OCCO.OCCO energy_ev=-75185.02687 gap_ha=0.3627
O -3.065 -1.294 -6.843
C -3.418 -2.535 -7.344
C -2.423 -3.635 -6.877
O -1.171 -3.592 -7.594
H -3.750 -0.945 -6.268
H -4.399 -2.761 -6.925
H -3.513 -2.588 -8.429
H -2.923 -4.590 -7.036
H -2.228 -3.601 -5.805
H -0.651 -2.818 -7.366
O -2.589 -1.184 7.247
C -1.371 -0.544 7.442
C -1.129 -0.160 8.881
O -0.454 -1.118 9.638
H -2.486 -2.055 7.639
H -0.476 -1.040 7.068
H -1.401 0.418 6.929
H -2.053 0.113 9.393
H -0.496 0.726 8.910
H -0.185 -0.748 10.482
O 3.335 2.939 5.297
C 4.099 4.094 5.579
C 3.176 5.285 5.961
O 2.876 5.336 7.368
H 3.995 2.257 5.150
H 4.757 3.909 6.428
H 4.700 4.314 4.697
H 2.317 5.375 5.295
H 3.594 6.281 5.817
H 1.935 5.152 7.390
O -0.353 2.092 0.675
C -0.561 1.385 -0.551
C -0.715 -0.114 -0.188
O 0.351 -0.651 0.565
H 0.341 1.603 1.124
H -1.461 1.867 -0.934
H 0.234 1.627 -1.257
H -0.937 -0.723 -1.064
H -1.597 -0.251 0.437
H 0.135 -1.569 0.746
O 5.505 0.191 -1.942
C 6.788 -0.247 -1.684
C 7.749 0.868 -1.154
O 8.097 1.780 -2.153
H 4.954 -0.016 -1.183
H 6.925 -1.184 -1.144
H 7.212 -0.463 -2.664
H 8.640 0.514 -0.635
H 7.289 1.304 -0.267
H 7.378 2.415 -2.165
O 0.096 -9.477 -2.012
C 1.325 -8.772 -1.913
C 1.432 -8.273 -0.456
O 0.654 -7.175 -0.093
H -0.192 -9.600 -2.919
H 2.245 -9.266 -2.226
H 1.329 -7.905 -2.574
H 2.423 -7.957 -0.130
H 1.261 -9.188 0.111
H -0.226 -7.389 -0.413
O -3.451 7.032 1.693
C -4.778 6.788 1.444
C -5.424 5.943 2.505
O -6.855 6.036 2.359
H -3.025 6.177 1.592
H -5.276 7.757 1.462
H -4.987 6.522 0.408
H -5.070 6.334 3.459
H -5.177 4.887 2.394
H -7.166 6.557 3.104
O -4.854 -5.953 0.919
C -5.492 -6.022 2.231
C -6.670 -5.070 2.272
O -6.204 -3.751 2.249
H -5.574 -5.981 0.285
H -5.749 -7.066 2.408
H -4.826 -5.813 3.068
H -7.313 -5.141 3.149
H -7.338 -5.339 1.454
H -5.626 -3.526 2.982
O 2.237 0.338 -7.314
C 2.518 1.383 -8.204
C 1.274 2.350 -8.420
O 0.782 2.723 -7.105
H 2.370 0.698 -6.434
H 3.349 2.006 -7.874
H 2.869 0.950 -9.141
H 0.481 1.775 -8.898
H 1.458 3.280 -8.958
H 0.227 1.984 -6.846
O -7.674 -1.243 -2.833
C -8.905 -0.644 -3.200
C -8.840 0.924 -3.171
O -7.783 1.481 -3.988
H -7.513 -0.979 -1.924
H -9.083 -0.929 -4.236
H -9.708 -1.031 -2.572
H -8.897 1.338 -2.164
H -9.847 1.253 -3.426
H -8.179 1.904 -4.753
O 7.264 -5.896 4.351
C 6.148 -5.337 5.037
C 5.675 -4.002 4.353
O 6.527 -2.962 4.532
H 7.100 -6.835 4.239
H 5.357 -6.086 5.079
H 6.589 -5.025 5.985
H 4.692 -3.696 4.711
H 5.484 -4.161 3.291
H 7.410 -3.223 4.261
O 5.470 7.372 -0.854
C 4.164 7.461 -1.499
C 4.488 8.221 -2.819
O 4.718 9.614 -2.711
H 5.758 8.236 -0.552
H 3.947 6.409 -1.689
H 3.468 7.978 -0.839
H 3.715 8.159 -3.585
H 5.373 7.743 -3.240
H 5.447 9.683 -2.091


[2]
104
Properties=species:S:1:pos:R:3 method="wB97M-V/def2-TZVPD" total_charge=0 fmax_ha_per_bohr=0.01503 s_squared=3.75 multiplicity=4 energy_ev=-110688.37384 gap_ha="0.2492 / 0.2493"
Er -1.115 0.218 1.298
C 0.745 -0.134 -2.878
C 2.120 -1.210 -0.923
C 1.295 -2.245 -0.129
N 0.391 -1.772 0.916
C 0.057 -2.739 1.763
C 0.240 -4.120 1.485
C 0.305 -5.250 2.295
C 0.349 -5.348 3.669
C 0.154 -4.273 4.533
C -0.312 -3.012 4.240
C -0.671 -2.381 3.010
N -1.550 -1.414 2.922
C -2.514 -1.233 4.010
C -3.179 0.138 3.992
C -4.141 0.372 2.831
N -3.503 0.055 1.564
C -4.266 -0.307 0.556
C -5.648 0.007 0.497
C -6.667 -0.439 -0.335
C -6.649 -1.400 -1.329
C -5.517 -2.078 -1.769
C -4.188 -1.884 -1.457
C -3.544 -0.966 -0.577
N -2.267 -0.708 -0.631
C -1.470 -1.074 -1.795
C -0.449 0.049 -1.962
H 0.414 -0.388 -3.890
H 1.241 0.836 -2.952
H 1.701 0.197 0.597
H 3.146 -1.581 -0.878
H 2.014 -2.915 0.351
H 0.773 -2.868 -0.865
H 0.335 -4.342 0.431
H 0.411 -6.184 1.752
H 0.555 -6.319 4.102
H 0.329 -4.465 5.586
H -0.466 -2.373 5.100
H -2.061 -1.361 4.992
H -3.277 -2.015 3.914
H -2.393 0.893 3.989
H -3.730 0.273 4.925
H -4.498 1.411 2.869
H -5.024 -0.263 2.967
H -5.957 0.733 1.239
H -7.635 0.014 -0.142
H -7.594 -1.659 -1.789
H -5.699 -2.863 -2.497
H -3.498 -2.541 -1.972
H -2.082 -1.157 -2.699
H -0.979 -2.042 -1.649
H -0.052 0.290 -0.979
H -0.986 0.943 -2.276
S 1.702 1.697 4.982
C 2.545 0.424 4.228
C 1.999 0.106 3.022
C 0.847 0.881 2.640
C 0.580 1.775 3.646
C -0.523 2.734 3.684
C -0.612 3.744 4.651
C -1.687 4.603 4.651
C -2.670 4.450 3.681
C -2.510 3.432 2.765
N -1.475 2.589 2.747
H 3.393 -0.031 4.720
H 2.405 -0.709 2.433
H 0.173 3.843 5.390
H -1.765 5.384 5.398
H -3.539 5.093 3.642
H -3.276 3.263 2.018
C -2.714 4.361 -0.911
S -3.093 2.685 -0.428
C -3.597 2.128 -2.053
O -1.741 2.087 -0.132
H -3.616 4.834 -1.300
H -1.926 4.323 -1.664
H -2.363 4.884 -0.022
H -4.521 2.655 -2.303
H -3.789 1.059 -2.002
H -2.809 2.351 -2.773
N 5.645 -0.643 -4.548
C 6.716 -0.092 -5.222
C 7.643 -0.618 -6.115
C 8.604 0.252 -6.599
C 8.635 1.599 -6.203
C 7.710 2.109 -5.311
C 6.737 1.246 -4.811
N 5.710 1.488 -3.910
C 5.087 0.349 -3.780
C 3.898 0.122 -2.926
C 3.742 1.098 -1.843
C 2.950 1.072 -0.748
N 2.097 0.101 -0.327
C 1.807 -1.167 -2.454
C 3.065 -0.888 -3.226
H 5.368 -1.607 -4.557
H 7.619 -1.657 -6.421
H 9.346 -0.111 -7.298
H 9.403 2.247 -6.606
H 7.733 3.147 -5.001
H 4.373 1.970 -1.942
H 2.975 1.931 -0.087
H 1.448 -2.164 -2.725
H 3.281 -1.532 -4.073


[3]
21
Properties=species:S:1:pos:R:3 method="wB97M-V/def2-TZVPD" total_charge=+1 de_lowest_kj_mol=591.3 fmax_ha_per_bohr=0.08967 multiplicity=1 energy_ev=-12348.33763 gap_ha="0.2834 / 0.3198"
C -2.982 -0.844 0.634
C -1.849 -1.046 1.431
C -2.526 -0.247 -0.521
C -0.175 0.435 -1.077
C 2.254 -0.864 0.156
C 1.786 1.368 0.840
N -0.740 -0.642 0.883
N -1.131 -0.192 -0.408
N 2.071 0.449 -0.214
N -0.218 0.935 -2.255
H -3.971 -1.016 0.806
H -1.707 -1.408 2.386
H -2.954 0.193 -1.337
H 2.193 -1.500 -0.844
H 3.360 -1.108 0.204
H 1.596 -1.388 1.014
H 1.781 2.416 0.598
H 1.016 0.956 1.517
H 2.576 1.523 1.528
H -1.058 0.732 -2.759
H 0.677 1.250 -2.582


[4]
7
Properties=species:S:1:pos:R:3 method="wB97M-V/def2-TZVPD" total_charge=0 de_lowest_kj_mol=10.1 fmax_ha_per_bohr=0.04067 multiplicity=1 smiles=F[Si](P)(Br)Br energy_ev=-160005.16916 gap_ha=0.3818
F 1.030 -0.249 -1.835
Si 0.614 -0.019 -0.271
P -1.646 0.225 -0.327
Br 2.108 1.391 0.625
Br 1.235 -2.016 0.590
H -1.496 1.271 0.497
H -1.845 -0.603 0.721


[5]
10
Properties=species:S:1:pos:R:3 method="wB97M-V/def2-TZVPD" total_charge=0 de_lowest_kj_mol=274.4 fmax_ha_per_bohr=0.06914 multiplicity=1 smiles="O=C1NNCO1" energy_ev=-9212.37853 gap_ha=0.3836
O 2.529 0.217 0.194
C 1.370 0.193 -0.017
N 0.592 -1.067 -0.305
N -0.752 -0.794 0.043
C -0.839 0.656 0.079
O 0.496 1.159 0.209
H 0.573 -1.437 -1.229
H -1.087 -1.135 1.017
H -1.293 1.017 -0.907
H -1.590 1.192 0.916


[6]
51
Properties=species:S:1:pos:R:3 method="wB97M-V/def2-TZVPD" total_charge=-1 de_lowest_kj_mol=22.4 fmax_ha_per_bohr=0.05725 multiplicity=1 energy_ev=-74734.66264 gap_ha=0.3064
Cl -28.863 9.527 -1.097
O -28.439 9.780 -2.446
O -28.828 8.071 -0.947
O -27.909 10.145 -0.193
O -30.177 9.985 -0.839
C -28.425 4.830 -3.045
O -27.512 5.335 -2.073
H -28.181 5.078 -4.079
H -28.239 3.750 -3.047
H -29.453 4.974 -2.720
H -27.851 6.183 -1.756
N -29.923 8.220 -4.547
C -31.260 7.908 -4.441
C -31.589 6.995 -5.422
C -30.355 6.734 -6.110
C -29.363 7.414 -5.518
H -29.465 8.860 -3.915
H -31.830 8.561 -3.797
H -32.561 6.572 -5.604
H -30.276 6.047 -6.939
H -28.292 7.454 -5.634
C -29.831 7.486 2.216
S -30.779 6.310 1.225
O -31.028 5.207 2.225
C -32.365 7.214 1.152
H -29.715 8.362 1.568
H -28.813 7.104 2.255
H -30.322 7.714 3.155
H -32.166 8.267 0.924
H -32.880 7.271 2.109
H -32.922 6.810 0.312
C -30.292 11.382 -5.415
S -31.059 13.022 -5.782
O -30.177 14.093 -5.227
C -30.809 12.943 -7.570
H -29.443 11.335 -6.096
H -30.966 10.549 -5.616
H -30.030 11.343 -4.360
H -31.490 13.700 -7.960
H -31.132 12.000 -8.010
H -29.756 13.159 -7.745
C -26.417 11.248 -4.663
S -26.828 12.396 -5.999
O -27.585 13.528 -5.379
C -25.115 12.883 -6.425
H -25.799 11.680 -3.870
H -25.913 10.312 -4.906
H -27.375 11.055 -4.178
H -24.651 13.254 -5.508
H -25.036 13.637 -7.202
H -24.571 11.973 -6.686


[7]
72
Properties=species:S:1:pos:R:3 method="wB97M-V/def2-TZVPD" total_charge=-1 fmax_ha_per_bohr=0.01170 multiplicity=1 energy_ev=-83194.45186 gap_ha=0.2527
Au 0.582 0.001 -0.477
S 0.581 -1.702 2.199
P -0.944 -2.165 1.000
C -1.231 -1.034 -0.276
P -1.683 -1.262 -1.934
S -1.558 0.361 -3.067
C -3.355 -1.969 -2.117
C -3.870 -2.147 -3.402
C -5.123 -2.705 -3.585
C -5.888 -3.083 -2.486
C -5.394 -2.888 -1.206
C -4.132 -2.332 -1.028
C -0.659 -2.570 -2.734
C 0.651 -2.245 -3.087
C 1.484 -3.185 -3.666
C 1.017 -4.470 -3.920
C -0.285 -4.800 -3.587
C -1.118 -3.855 -2.998
C -2.404 -2.285 2.096
C -2.584 -3.374 2.946
C -3.645 -3.401 3.837
C -4.530 -2.330 3.903
C -4.344 -1.234 3.073
C -3.286 -1.214 2.174
C -0.758 -3.891 0.400
C -1.857 -4.710 0.137
C -1.680 -5.999 -0.344
C -0.402 -6.480 -0.590
C 0.695 -5.662 -0.358
C 0.519 -4.381 0.141
H -3.276 -1.830 -4.250
H -5.511 -2.841 -4.588
H -6.869 -3.519 -2.631
H -5.984 -3.162 -0.339
H -3.758 -2.164 -0.028
H 1.004 -1.235 -2.917
H 2.499 -2.914 -3.934
H 1.669 -5.206 -4.378
H -0.660 -5.800 -3.773
H -2.132 -4.133 -2.743
H -1.887 -4.202 2.918
H -3.777 -4.259 4.486
H -5.357 -2.349 4.603
H -5.024 -0.392 3.120
H -3.143 -0.369 1.504
H -2.861 -4.352 0.320
H -2.545 -6.626 -0.529
H -0.259 -7.485 -0.971
H 1.696 -6.024 -0.564
H 1.372 -3.747 0.355
C 0.644 5.692 1.192
C -0.098 4.686 2.062
Sb -0.435 2.792 1.038
C 1.566 2.050 1.430
C 2.434 1.977 0.178
C -1.325 1.769 2.710
C -0.694 2.009 4.073
H 0.762 6.663 1.682
H 0.126 5.863 0.244
H 1.648 5.333 0.943
H -1.074 5.080 2.362
H 0.463 4.488 2.979
H 1.435 1.046 1.844
H 2.026 2.665 2.209
H 1.957 1.364 -0.617
H 3.415 1.538 0.373
H 2.589 2.957 -0.281
H -1.242 0.711 2.446
H -2.389 2.018 2.718
H 0.364 1.737 4.071
H -1.177 1.399 4.842
H -0.769 3.054 4.387


[8]
77
Properties=species:S:1:pos:R:3 method="wB97M-V/def2-TZVPD" total_charge=+1 de_lowest_kj_mol=92.6 fmax_ha_per_bohr=0.06165 s_squared=0.76 multiplicity=2 energy_ev=-184190.66218 gap_ha="0.2240 / 0.2269"
Re 0.005 0.112 0.393
Br -6.151 4.080 2.048
C -4.832 2.773 1.660
C -4.934 1.499 2.231
C -3.949 0.574 2.019
C -2.792 0.872 1.257
O -1.846 0.002 1.214
C -2.775 2.131 0.569
C -1.814 2.408 -0.432
N -0.775 1.668 -0.726
C -0.072 2.024 -1.891
C 0.244 3.315 -2.243
C 0.878 3.573 -3.467
C 1.181 2.560 -4.338
C 0.891 1.221 -4.004
C 1.182 0.104 -4.820
C 0.848 -1.151 -4.384
C 0.255 -1.306 -3.116
N -0.010 -0.295 -2.339
C 0.270 0.952 -2.759
C -3.796 3.069 0.808
H -5.788 1.250 2.839
H -4.016 -0.410 2.453
H -2.018 3.276 -1.054
H 0.028 4.129 -1.566
H 1.104 4.596 -3.721
H 1.649 2.772 -5.287
H 1.675 0.254 -5.771
H 1.024 -2.020 -4.997
H 0.009 -2.289 -2.738
H -3.758 4.032 0.321
C -0.520 -7.916 -0.298
O -0.786 -6.574 -0.650
C -0.167 -5.577 0.004
C 0.792 -5.762 1.024
C 1.364 -4.673 1.626
C 1.011 -3.351 1.298
C 1.556 -2.228 1.998
C 2.633 -2.452 3.034
O 1.201 -1.041 1.835
C 0.039 -3.142 0.242
O -0.314 -2.000 -0.170
C -0.508 -4.295 -0.376
H -1.150 -8.522 -0.947
H -0.782 -8.116 0.744
H 0.528 -8.182 -0.469
H 1.083 -6.752 1.335
H 2.107 -4.841 2.389
H 2.251 -3.058 3.850
H 2.954 -1.490 3.429
H 3.487 -2.960 2.595
H -1.233 -4.164 -1.163
C 1.545 1.063 4.833
Ge -0.018 1.477 3.676
C -0.771 3.265 4.118
C -1.370 0.111 4.156
C 0.589 1.639 1.768
H 1.326 1.372 5.851
H 2.459 1.556 4.521
H 1.707 -0.011 4.839
H -1.002 3.320 5.175
H -1.692 3.434 3.567
H -0.073 4.060 3.884
H -1.328 -0.044 5.231
H -1.175 -0.834 3.656
H -2.368 0.453 3.909
H 1.668 1.540 1.882
H 0.369 2.661 1.449
N 3.868 0.677 -1.953
C 3.122 0.892 -0.863
O 2.110 0.221 -0.675
C 3.631 1.943 0.080
I 4.518 0.893 1.743
H 3.590 -0.058 -2.586
H 4.728 1.166 -2.136
H 2.813 2.538 0.477
H 4.405 2.571 -0.353


[9]
16
Properties=species:S:1:pos:R:3 method="wB97M-V/def2-TZVPD" total_charge=0 de_lowest_kj_mol=59.3 fmax_ha_per_bohr=0.02898 multiplicity=1 smiles="[H]/N=C/N.CSC" energy_ev=-17087.99014 gap_ha=0.3446
H 3.810 -0.229 -4.399
N 3.227 0.354 -3.809
C 2.390 0.974 -4.528
N 1.687 2.038 -4.034
H 2.161 0.821 -5.585
H 1.116 2.576 -4.656
H 2.074 2.515 -3.240
C -1.022 -0.361 2.471
S -2.498 -1.364 2.483
C -2.651 -1.682 4.282
H -0.941 0.261 3.354
H -0.091 -0.907 2.334
H -1.018 0.284 1.587
H -2.085 -2.576 4.497
H -3.685 -1.967 4.461
H -2.473 -0.736 4.782


[10]
9
Properties=species:S:1:pos:R:3 method="wB97M-V/def2-TZVPD" total_charge=0 de_lowest_kj_mol=298.7 fmax_ha_per_bohr=0.07145 multiplicity=1 energy_ev=-19995.33168 gap_ha="0.2699 / 0.2699"
C -1.178 -0.041 -0.466
N -0.242 -0.538 0.238
P 1.274 -1.292 -0.030
I 1.345 -1.636 -2.413
H -1.165 -0.214 -1.509
H 0.892 2.029 1.173
H -2.058 0.383 -0.038
H -0.307 -0.392 1.338
H 1.439 1.701 1.708


[11]
11
Properties=species:S:1:pos:R:3 method="wB97M-V/def2-TZVPD" total_charge=0 de_lowest_kj_mol=499.7 fmax_ha_per_bohr=0.04916 multiplicity=1 energy_ev=-7761.34756 gap_ha="0.2858 / 0.2648"
O 0.361 -1.527 2.132
C 0.082 -1.083 1.085
C 0.469 1.179 0.342
C -0.428 0.517 -0.596
N 0.258 -0.314 -1.502
C -0.647 -0.890 -0.108
H 0.223 1.267 1.383
H 1.163 1.910 -0.087
H -1.325 0.952 -1.030
H 1.223 -0.407 -1.161
H -1.361 -1.607 -0.484